1.
Here is a cluster of 7 separate species, C28H38Br12NO3P in total at a distorted geometry from the Open Molecules 2025 dataset. Energies are from ωB97M-V/def2-TZVPD.

```
83
Properties=species:S:1:pos:R:3:forces:R:3:lowdin_charge:R:1
C 1.088 0.738 2.334 -0.1 0.2 -0.4 -0.046
C 0.786 2.101 1.776 -0.1 0.1 -0.1 -0.264
C 1.686 3.153 1.888 -0.1 -0.1 0.1 -0.049
C 1.374 4.413 1.398 -0.1 0.0 -0.1 -0.072
C 0.161 4.628 0.765 0.1 -0.2 0.1 -0.058
C -0.741 3.577 0.618 0.0 -0.1 -0.1 -0.195
C -2.041 3.865 -0.107 -0.2 0.0 0.2 -0.088
C -3.136 2.885 0.184 -0.2 -0.3 0.1 -0.147
C -3.428 1.810 -0.663 -0.2 0.2 0.2 -0.003
C -4.439 0.884 -0.383 0.2 0.6 -0.5 -0.169
C -5.217 1.001 0.750 -0.3 0.6 0.4 -0.112
C -4.963 2.090 1.567 0.1 -0.3 0.0 -0.112
C -3.948 2.996 1.314 0.2 -0.3 -0.4 -0.062
C -3.942 3.990 2.415 -0.4 -0.2 -0.3 -0.388
O -3.056 4.653 2.821 0.3 0.6 0.2 0.194
N -5.305 3.929 3.017 0.4 -0.3 -0.2 -0.081
P -6.274 5.055 2.176 0.3 1.1 0.5 0.681
O -5.729 6.422 2.192 0.0 -0.1 -0.1 -0.389
C -5.652 2.518 2.808 -0.1 0.5 -0.3 -0.405
O -6.326 1.890 3.554 -0.6 -0.3 0.2 0.163
C -0.430 2.320 1.125 0.2 0.5 0.0 0.014
H 0.912 -0.003 1.560 0.0 -0.2 -0.1 0.061
H 0.417 0.514 3.160 0.1 -0.1 0.2 0.083
H 2.129 0.667 2.637 0.0 -0.1 0.2 0.073
H 2.633 2.979 2.380 0.1 0.0 0.0 0.106
H 2.079 5.224 1.501 0.1 0.1 0.0 0.072
H -0.099 5.597 0.368 0.1 0.1 0.1 0.047
H -1.907 3.928 -1.187 0.2 -0.1 -0.1 0.123
H -2.380 4.849 0.210 0.0 0.1 0.0 0.123
H -2.847 1.716 -1.570 0.0 -0.1 -0.1 0.124
H -4.619 0.073 -1.070 0.0 0.0 -0.1 0.093
H -6.009 0.310 0.995 -0.1 -0.1 0.0 0.114
H -6.347 4.559 0.860 -0.3 -0.3 0.1 0.039
H -7.532 4.959 2.783 -0.1 -0.5 -0.1 0.029
H -1.138 1.510 1.018 0.0 -0.1 0.0 0.114
Br 0.988 -1.912 -1.587 -0.1 0.1 -0.1 0.600
C 2.779 -2.663 -1.449 -0.2 -0.1 0.1 -0.712
C 3.588 -1.961 -0.394 0.1 0.1 0.0 -0.702
Br 4.233 -0.222 -0.992 -0.1 0.1 0.2 0.598
H 3.227 -2.600 -2.432 0.0 0.0 0.0 -0.005
H 2.634 -3.707 -1.183 0.1 0.0 0.0 -0.002
H 4.482 -2.531 -0.161 0.0 -0.1 0.0 -0.004
H 3.017 -1.789 0.513 0.0 0.0 0.0 0.043
Br 5.794 -2.257 -3.655 0.1 -0.1 -0.1 0.645
C 7.262 -2.523 -2.412 0.0 0.0 -0.1 -0.677
C 7.506 -3.982 -2.129 0.0 0.0 0.2 -0.667
Br 6.177 -4.725 -0.914 0.0 0.0 -0.1 0.664
H 7.019 -1.956 -1.517 0.0 0.0 0.0 0.039
H 8.130 -2.083 -2.896 0.0 0.0 0.0 0.060
H 8.460 -4.115 -1.624 0.0 0.0 0.0 0.060
H 7.481 -4.590 -3.026 0.0 0.0 0.0 0.052
Br 2.492 -5.778 0.824 0.0 0.0 0.0 0.629
C 3.367 -6.945 2.111 0.0 0.2 0.0 -0.679
C 4.837 -7.096 1.828 0.1 -0.2 0.0 -0.704
Br 5.183 -8.282 0.326 -0.1 0.1 0.0 0.598
H 2.838 -7.892 2.082 0.0 0.0 0.0 0.052
H 3.216 -6.472 3.078 0.0 0.0 0.0 0.060
H 5.336 -7.556 2.677 0.0 0.0 0.0 0.060
H 5.316 -6.150 1.596 0.0 0.0 0.0 0.010
Br 1.974 8.262 0.677 0.0 0.0 0.0 0.639
C 1.432 9.188 -0.944 0.0 0.0 0.2 -0.695
C 0.009 8.873 -1.317 -0.1 0.0 -0.2 -0.687
Br -0.159 7.100 -2.099 0.0 0.0 0.0 0.643
H 2.136 8.904 -1.719 0.0 0.0 0.0 0.049
H 1.538 10.248 -0.724 0.0 0.0 0.0 0.057
H -0.344 9.562 -2.081 0.0 0.0 0.0 0.057
H -0.660 8.903 -0.464 0.0 0.0 0.0 0.054
Br -4.841 -4.928 0.839 0.0 0.0 -0.1 0.605
C -3.301 -4.065 0.013 0.0 -0.2 0.2 -0.738
C -2.627 -3.114 0.964 0.0 0.2 0.0 -0.653
Br -3.617 -1.442 1.162 0.4 -0.8 0.2 0.808
H -3.662 -3.587 -0.890 0.1 0.1 0.0 0.013
H -2.607 -4.863 -0.251 -0.3 0.1 0.1 -0.055
H -1.650 -2.819 0.584 0.0 0.0 -0.1 0.040
H -2.518 -3.542 1.955 0.0 0.0 0.0 0.051
Br -0.690 -5.697 -1.619 0.3 -0.1 -0.2 0.673
C -1.454 -6.254 -3.320 0.1 0.0 0.1 -0.658
C -1.529 -5.116 -4.302 -0.1 0.0 -0.1 -0.686
Br -2.986 -3.891 -3.909 0.0 0.0 0.1 0.634
H -2.423 -6.690 -3.101 0.0 0.0 0.0 0.056
H -0.785 -7.026 -3.694 0.0 0.0 0.0 0.059
H -1.735 -5.496 -5.300 0.0 0.0 0.0 0.059
H -0.621 -4.523 -4.316 0.0 0.0 0.0 0.049
```
Forces are in eV/Å.

As for the relative energy (zero: lowest compared OMol25 entry of this formula, charge and spin): 0.00 kJ/mol. The gap between HOMO and LUMO is 8.26 eV. As for the net charge: 0. As for the HOMO energy: -0.31521 Eh.

***

2.
Here is a structure of composition C28H38Hg2N2O12 at a distorted geometry from the Open Molecules 2025 dataset. Energies are from ωB97M-V/def2-TZVPD.

```
82
Properties=species:S:1:pos:R:3:forces:R:3:lowdin_charge:R:1
Hg -23.491 2.494 0.694 0.0 0.0 -0.1 0.212
Hg -21.285 -0.781 -2.908 -0.2 0.1 -0.1 0.415
C -26.313 0.780 -5.848 -0.3 -1.4 -0.1 -0.036
C -26.444 1.080 -4.339 3.9 -0.3 -1.3 -0.265
O -25.619 0.470 -3.445 -1.9 1.1 -1.7 0.144
H -25.473 1.141 -6.442 0.4 0.8 0.8 0.096
H -27.210 1.106 -6.374 -0.1 0.0 0.2 0.093
H -26.182 -0.290 -6.012 -0.4 -0.3 0.1 0.092
H -27.448 0.718 -4.115 -1.3 -0.6 0.9 0.209
H -26.566 2.158 -4.226 -0.2 0.6 1.1 0.153
C -20.263 4.289 -5.659 -0.3 0.5 0.5 -0.033
C -20.615 4.667 -4.202 -1.2 -5.0 -0.9 -0.237
O -20.890 3.613 -3.335 0.9 3.5 -1.9 0.116
H -19.424 3.595 -5.717 0.1 0.2 0.1 0.097
H -20.090 5.212 -6.211 0.5 0.0 0.1 0.089
H -21.075 3.822 -6.218 -0.4 -0.2 0.5 0.093
H -21.301 5.508 -4.101 -0.7 0.6 0.6 0.168
H -19.757 5.226 -3.827 1.1 0.5 1.1 0.199
C -18.717 11.293 -6.458 -0.2 0.9 -1.3 -0.044
C -19.110 11.109 -7.841 1.0 -0.3 2.3 -0.065
C -18.555 11.863 -8.836 0.1 0.8 -0.5 -0.009
C -17.684 12.929 -8.496 -1.6 -1.7 -1.6 -0.114
C -17.350 13.096 -7.198 -0.2 2.5 1.5 -0.025
C -17.897 12.392 -6.095 -0.2 -1.9 -2.2 -0.024
N -17.304 13.885 -9.616 1.6 0.7 0.5 -0.338
O -17.541 13.632 -10.772 -0.9 -1.1 0.2 0.093
O -16.669 14.879 -9.304 -0.4 -0.4 0.8 0.081
H -19.149 10.592 -5.760 0.0 0.2 0.4 0.090
H -19.797 10.307 -8.064 0.0 0.0 -0.1 0.101
H -18.861 11.687 -9.856 0.1 0.2 -0.1 0.119
H -16.909 14.062 -6.999 0.8 -0.1 0.2 0.121
H -17.595 12.620 -5.083 -0.1 0.0 0.0 0.106
C -12.421 6.404 -5.220 0.3 0.6 0.2 -0.054
C -11.319 5.537 -4.990 -0.3 2.6 -0.9 -0.042
C -10.045 6.145 -4.920 -0.7 1.1 0.0 0.055
C -9.929 7.615 -4.847 -1.1 -2.1 -0.9 -0.083
C -11.060 8.419 -4.969 0.2 -0.7 -0.9 0.010
C -12.321 7.824 -5.280 1.9 -0.8 1.0 -0.016
N -8.553 8.186 -4.738 -0.8 3.0 2.0 -0.344
O -7.708 7.461 -4.322 1.1 -1.8 -0.3 0.111
O -8.389 9.421 -4.760 -1.2 -1.6 -1.0 0.072
H -13.397 5.966 -5.371 -0.1 -0.1 -0.1 0.098
H -11.544 4.487 -5.111 0.6 -0.1 0.3 0.108
H -9.165 5.525 -5.002 0.2 0.2 0.3 0.116
H -10.940 9.491 -5.004 0.1 0.1 0.1 0.119
H -13.125 8.497 -5.537 -0.3 -0.3 0.1 0.107
O -25.114 8.735 -7.565 -1.1 4.1 -1.6 0.031
C -25.610 9.818 -7.989 -1.6 -3.9 0.7 -0.433
O -25.261 11.030 -7.664 2.4 0.5 1.5 0.046
C -25.975 12.067 -8.267 -1.7 1.2 -1.4 -0.159
C -27.338 11.453 -8.736 1.5 0.1 0.4 -0.128
C -26.958 9.961 -8.767 -0.3 0.0 0.1 -0.069
H -25.401 12.538 -9.065 0.2 -0.4 -0.1 0.126
H -26.229 12.887 -7.595 0.6 -0.4 0.6 0.124
H -27.676 11.819 -9.705 0.1 0.0 0.1 0.113
H -28.028 11.796 -7.965 -0.4 -0.7 -0.2 0.110
H -26.868 9.648 -9.807 0.1 -0.3 0.2 0.120
H -27.707 9.356 -8.256 0.2 -0.3 -0.2 0.119
O -16.283 0.905 -1.609 2.7 1.6 2.9 0.050
C -15.560 1.461 -0.742 -2.8 -0.9 -2.0 -0.408
O -14.881 2.600 -1.028 -0.6 0.3 0.7 0.017
C -14.545 3.318 0.197 1.2 -0.6 0.6 -0.123
C -14.653 2.262 1.335 -0.1 0.2 0.3 -0.145
C -15.439 1.100 0.770 0.2 0.0 -2.5 -0.074
H -15.059 4.255 0.416 -1.2 -0.4 -0.6 0.117
H -13.536 3.718 0.094 0.3 -0.6 -0.2 0.118
H -15.182 2.615 2.221 0.4 0.4 0.0 0.115
H -13.667 1.895 1.618 0.0 0.3 0.1 0.117
H -16.460 0.930 1.110 0.3 -0.1 0.3 0.126
H -14.839 0.191 0.740 -0.4 -0.2 0.4 0.129
O -20.563 -1.584 -7.996 -0.2 0.2 -1.5 0.061
C -20.644 -2.200 -9.053 -0.9 2.0 3.1 -0.510
O -20.179 -3.415 -9.078 0.2 -1.2 -0.4 0.064
C -20.549 -4.002 -10.315 1.1 -1.5 -0.8 -0.164
C -20.759 -2.860 -11.262 -0.7 -0.4 -0.9 -0.161
C -21.360 -1.830 -10.346 1.2 0.7 0.5 -0.070
H -21.426 -4.641 -10.214 -0.1 0.1 0.3 0.135
H -19.688 -4.608 -10.596 -0.3 -0.3 -0.1 0.135
H -21.413 -3.153 -12.083 0.1 0.1 -0.1 0.126
H -19.798 -2.550 -11.673 -0.1 0.2 0.0 0.129
H -22.431 -1.906 -10.157 0.0 0.0 -0.2 0.134
H -21.059 -0.818 -10.617 -0.4 0.1 0.1 0.127
```
Forces are in eV/Å.

As for the relative energy (zero: lowest compared OMol25 entry of this formula, charge and spin): 0.00 kJ/mol. The gap between HOMO and LUMO is 1.41 eV. As for the net charge: +2. As for the HOMO energy: -0.47248 Eh.

***

3.
Here is a structure of composition C28H39AsNO6PtSSe2 at a distorted geometry from the Open Molecules 2025 dataset. Energies are from ωB97M-V/def2-TZVPD.

```
79
Properties=species:S:1:pos:R:3:forces:R:3:lowdin_charge:R:1
Pt 0.923 -0.137 1.282 1.6 0.2 1.0 0.941
O 4.077 2.081 2.850 0.2 0.0 0.1 -0.218
As 3.836 1.078 1.455 1.2 -0.1 -0.3 0.797
O 5.308 0.604 0.972 0.6 0.0 -0.5 -0.472
O 2.936 -0.296 1.813 -1.6 0.0 0.2 -0.698
C 3.039 2.216 0.087 0.2 -0.2 0.4 -0.257
C 3.650 2.249 -1.161 0.2 -0.2 0.0 -0.097
C 3.239 3.167 -2.113 0.1 -0.1 0.0 -0.078
C 2.241 4.083 -1.808 -0.1 0.0 0.2 -0.076
C 1.630 4.041 -0.567 -0.1 0.2 -0.1 -0.072
C 2.017 3.092 0.361 -0.1 -0.1 0.4 -0.302
S 1.164 3.105 1.934 -1.1 2.1 -0.5 0.454
O -0.213 3.422 1.599 0.4 -0.2 0.1 -0.314
O 1.874 4.100 2.717 -0.1 -0.3 0.1 -0.300
O 1.314 1.779 2.559 -0.2 -1.6 -0.7 -0.419
H 3.243 2.489 3.100 -0.2 0.3 0.4 -0.009
H 4.458 1.547 -1.345 0.0 0.1 0.0 0.093
H 3.718 3.187 -3.083 0.0 0.0 0.0 0.101
H 1.941 4.827 -2.533 0.0 0.0 -0.1 0.104
H 0.855 4.732 -0.277 -0.2 0.1 -0.1 0.115
C 3.670 -1.434 -2.819 -0.2 0.1 0.6 -0.377
Se 3.143 -1.284 -0.905 -0.2 -0.9 -1.0 0.976
C 1.586 -2.546 -1.040 0.3 0.5 0.2 -0.537
C 1.675 -3.691 -0.059 -0.1 0.0 0.3 -0.526
Se 1.567 -3.081 1.824 -0.2 0.2 -0.6 0.997
C 3.466 -3.216 2.240 0.0 0.3 -0.1 -0.376
H 2.885 -1.050 -3.466 0.0 0.0 0.0 0.010
H 3.913 -2.463 -3.072 0.0 0.0 0.0 0.011
H 4.559 -0.816 -2.911 0.1 0.0 -0.1 0.008
H 1.545 -2.909 -2.071 0.0 0.1 0.0 0.068
H 0.687 -1.964 -0.810 0.1 -0.1 -0.3 0.003
H 2.614 -4.238 -0.158 -0.1 0.0 0.0 0.060
H 0.835 -4.376 -0.205 0.1 0.0 0.1 0.060
H 3.806 -4.216 1.978 -0.1 0.0 0.0 0.023
H 3.567 -3.045 3.308 0.0 0.0 0.0 0.025
H 4.010 -2.443 1.701 0.0 0.0 0.0 -0.007
C -5.429 -2.107 1.953 0.1 0.0 0.0 -0.062
C -3.971 -1.863 2.229 0.2 -0.1 0.1 -0.291
C -3.372 -2.375 3.371 -0.2 0.0 0.0 -0.046
C -2.036 -2.090 3.635 -0.1 0.1 0.0 -0.293
C -1.341 -2.616 4.857 0.0 0.0 -0.1 -0.051
C -1.324 -1.320 2.745 0.0 0.1 0.0 -0.067
C -1.859 -0.861 1.518 0.0 -0.1 0.4 -0.269
C -3.228 -1.130 1.315 0.0 0.1 -0.1 -0.012
N -0.986 -0.241 0.675 0.3 -0.4 -0.1 -0.109
C -1.370 0.328 -0.610 0.1 0.3 0.1 -0.439
C -0.113 0.961 -1.231 -0.1 0.0 0.0 -0.110
C -0.412 1.575 -2.596 0.1 0.1 -0.1 -0.276
C -0.952 0.502 -3.539 0.0 0.0 0.0 -0.118
C -2.221 -0.098 -2.938 -0.1 -0.2 -0.2 -0.291
C -3.272 0.993 -2.743 0.1 0.0 0.0 -0.120
C -2.715 2.075 -1.816 -0.3 0.2 0.0 -0.283
C -1.454 2.678 -2.432 0.0 -0.1 0.0 -0.113
C -2.385 1.475 -0.450 0.0 0.0 -0.1 -0.067
C -1.885 -0.741 -1.594 0.0 0.1 0.1 -0.073
H -5.884 -2.689 2.752 -0.1 0.0 0.0 0.066
H -5.555 -2.648 1.016 -0.1 0.0 -0.1 0.074
H -5.966 -1.162 1.868 -0.1 0.0 0.0 0.076
H -3.948 -2.977 4.060 -0.1 -0.1 0.1 0.098
H -2.024 -3.170 5.497 0.0 0.0 0.1 0.068
H -0.907 -1.796 5.425 0.1 0.0 0.1 0.081
H -0.527 -3.273 4.547 0.0 -0.1 0.1 0.063
H -0.299 -1.038 2.989 -0.2 -0.2 0.1 0.058
H -3.750 -0.771 0.445 0.0 0.1 -0.1 0.086
H 0.678 0.212 -1.342 0.0 0.0 0.0 0.078
H 0.241 1.747 -0.560 0.0 -0.1 -0.1 0.089
H 0.513 1.995 -3.007 0.0 0.0 0.1 0.131
H -0.208 -0.286 -3.679 0.1 -0.1 0.0 0.114
H -1.165 0.939 -4.518 0.0 0.0 -0.1 0.116
H -2.615 -0.867 -3.615 0.0 0.0 0.1 0.136
H -4.178 0.560 -2.309 -0.1 0.0 0.0 0.118
H -3.544 1.430 -3.709 0.0 0.0 0.0 0.115
H -3.468 2.859 -1.686 0.0 0.0 0.0 0.138
H -1.059 3.462 -1.785 0.0 0.1 0.0 0.114
H -1.683 3.121 -3.406 0.0 0.1 0.0 0.118
H -3.298 1.129 0.027 -0.1 0.0 0.1 0.107
H -1.938 2.230 0.202 0.0 0.0 0.0 0.117
H -1.106 -1.493 -1.736 0.0 -0.1 0.0 0.109
H -2.760 -1.256 -1.202 0.0 0.0 0.0 0.105
```
Forces are in eV/Å.

The gap between HOMO and LUMO (spin up / spin down) is 5.72 / 5.71 eV. As for the net charge: -1. As for the HOMO energy (spin up / spin down): -0.15993 / -0.15943 Eh.

***

| no. | calculated total energy (eV) |
| --- | --- |
| 1 | -887085.2069 |
| 2 | -65515.9609 |
| 3 | -249059.0704 |